The following is a DFT calculation (ωB97M-V/def2-TZVPD) of a structure of composition C58H46Cl4N5O2Se2W in a non-equilibrium geometry.

Geometry as XYZ:
```
118
Properties=species:S:1:pos:R:3:forces:R:3:mulliken_charge:R:1
O 0.388 2.386 -5.916 -0.13 0.12 0.27 -0.55
Cl -9.279 1.472 1.887 0.02 -0.01 -0.01 -0.19
Se -1.677 0.523 -2.123 0.49 -0.65 0.53 0.03
H 2.133 2.366 6.903 -0.03 -0.08 -0.03 0.43
Se 1.567 0.793 -1.539 0.35 0.23 0.35 -0.12
H 1.082 -1.688 7.765 0.00 0.07 -0.06 0.42
H 4.753 -3.337 0.768 0.03 0.02 -0.02 0.55
H -2.438 1.771 0.304 -0.26 -0.18 -0.16 0.77
H -4.127 -2.949 -2.747 0.06 0.04 0.10 0.70
H 1.465 2.037 4.533 0.01 -0.11 0.09 0.61
H -0.708 4.363 -2.743 -0.03 0.03 0.09 0.71
C 3.603 -0.743 1.688 0.18 0.06 -0.11 -1.46
C 0.234 3.329 2.487 -0.08 0.18 -0.11 -0.45
Cl 2.114 0.588 9.109 -0.01 -0.01 -0.04 -0.20
H -5.561 -1.524 2.684 -0.03 0.08 -0.03 0.57
H -7.212 2.415 0.189 0.03 -0.06 0.03 0.44
C 2.180 -3.408 -2.123 0.32 0.01 -0.06 -1.84
C -1.092 3.649 2.714 0.04 0.08 0.08 -1.23
H 7.091 -3.771 0.068 -0.04 0.03 -0.03 0.43
H -3.090 3.376 1.964 0.04 0.00 -0.02 0.49
C 0.651 2.448 1.483 -0.17 0.43 -0.13 1.45
C -7.212 -0.202 2.340 0.06 -0.11 0.05 -0.95
H 6.567 -1.203 -3.307 -0.05 -0.03 0.07 0.44
C -5.066 -0.002 1.250 0.04 -0.03 0.03 -0.89
H 4.674 -0.829 1.569 -0.15 -0.05 0.02 0.76
N -1.359 -0.481 1.819 0.50 -0.01 -0.49 -0.27
C -2.658 -5.119 -3.004 0.08 -0.05 0.06 -0.11
H -3.730 -6.841 -3.724 0.04 0.05 0.00 0.43
H 4.220 -0.769 -2.609 0.02 -0.01 0.00 0.43
C -1.839 -0.016 4.031 0.12 -0.02 0.21 -1.70
C 0.790 -1.058 5.726 0.00 0.00 0.02 0.06
W -0.330 -0.258 -0.175 -1.26 -1.37 0.02 1.16
H -4.900 1.597 -0.176 -0.06 -0.03 0.08 0.45
C -3.358 -1.099 -0.153 0.08 -0.26 -0.14 0.71
C -2.312 -2.373 -1.591 -0.29 0.04 -0.05 0.42
C -1.660 2.184 0.915 0.26 0.18 0.02 -0.49
C 2.640 -1.035 0.676 -0.07 -0.03 0.41 0.10
H 2.497 1.523 0.880 0.18 -0.38 -0.19 -0.57
Cl -3.111 -7.003 -6.488 0.01 0.02 0.03 -0.19
H 1.112 0.716 -3.981 0.00 0.07 -0.16 0.74
C -3.664 -0.459 1.019 -0.31 0.19 0.15 1.72
H 0.410 -2.020 5.399 0.04 0.05 0.03 0.54
C 6.161 -1.664 -2.415 -0.10 0.09 -0.09 -1.04
Cl 8.588 -2.809 -2.140 -0.05 0.01 0.02 -0.19
C 1.910 -2.338 -1.211 0.20 -0.25 -0.10 0.54
C -2.604 -5.881 -5.272 -0.04 -0.06 -0.03 0.27
C -1.338 -3.955 -4.631 -0.04 0.15 -0.07 -0.24
H 0.792 -4.659 -3.250 0.00 0.10 0.07 0.63
C -0.007 -2.997 -1.985 0.05 -0.13 -0.03 0.05
C 1.163 -0.878 7.051 -0.04 -0.10 -0.04 -0.96
C -3.063 -6.025 -3.973 -0.03 0.01 0.13 -0.98
C -5.913 -0.650 2.145 -0.01 -0.07 0.03 0.13
H 4.648 3.228 1.114 -0.04 0.00 -0.02 0.36
H 1.293 2.069 -5.974 0.07 0.06 -0.02 0.36
C 0.079 2.530 -3.451 0.23 0.13 -0.35 3.44
H -5.398 -1.364 -0.998 0.18 -0.05 0.01 0.60
C -3.006 0.006 3.362 -0.27 0.07 -0.03 -1.87
H -7.876 -0.711 3.028 0.05 0.03 -0.03 0.43
H -1.400 -4.749 -6.631 -0.03 0.01 0.07 0.42
H -0.682 -3.134 -4.900 -0.01 -0.07 0.02 0.53
C 1.760 1.407 6.564 0.00 0.10 -0.11 -1.17
N 0.580 -2.096 -1.109 -0.27 0.42 0.09 0.66
H -3.002 -5.241 -1.984 -0.01 0.01 -0.04 0.51
C 5.149 -2.856 -0.119 0.00 -0.03 0.01 -0.13
C -1.212 1.780 -3.520 -0.23 0.07 0.19 -2.23
C 0.991 -3.832 -2.586 -0.12 -0.14 -0.12 -1.99
C 4.851 -1.425 -2.022 0.00 0.03 0.01 0.20
H -0.401 3.199 -1.455 -0.01 -0.08 0.11 0.05
H 1.420 5.049 1.075 -0.04 -0.01 -0.04 0.30
H 3.163 -3.799 -2.343 -0.14 0.04 0.06 0.55
C 0.002 3.611 -2.382 0.12 0.27 0.16 -1.13
N 2.667 3.498 0.378 -0.29 0.23 -0.34 0.58
C -1.346 -3.108 -2.266 -0.14 -0.17 -0.26 1.58
H -1.668 0.149 5.085 -0.01 0.00 -0.13 0.56
C -6.840 1.556 0.735 0.11 0.04 -0.08 -0.99
N 1.352 -0.760 1.131 0.13 0.42 -0.50 0.12
C -0.817 -0.283 3.067 -0.14 0.21 0.16 0.26
C 1.388 1.215 5.239 0.02 0.13 0.00 0.33
H 1.107 3.942 -4.709 0.07 -0.01 -0.03 0.50
H 2.635 2.601 2.247 -0.02 -0.15 0.14 0.61
H 2.172 2.047 -3.463 0.08 0.07 -0.11 0.66
C 2.151 2.461 1.266 -0.04 -0.16 0.48 -0.83
C 1.647 0.356 7.458 0.00 -0.02 0.05 0.35
C 0.259 3.260 -4.796 0.01 -0.17 -0.28 -1.54
C 0.903 -0.015 4.811 0.04 0.00 -0.06 -0.45
C -2.044 3.107 1.871 -0.08 0.08 0.02 -1.06
C 2.919 -1.732 -0.473 0.39 -0.06 -0.30 1.62
H -1.369 4.343 3.500 0.03 -0.07 -0.06 0.46
H -2.072 2.453 -3.538 -0.02 0.02 -0.07 0.58
O 1.230 4.267 -2.157 0.16 -0.44 0.23 -0.66
H 3.303 -0.165 3.775 -0.07 -0.05 -0.14 0.63
C -7.663 0.904 1.638 -0.03 0.03 -0.01 0.34
C -2.704 -0.308 2.001 -0.18 -0.05 0.27 0.75
C 0.520 -0.227 3.380 0.17 0.06 0.32 1.73
H -3.995 0.203 3.751 0.11 -0.04 -0.06 0.59
H 2.820 5.576 0.157 0.05 -0.03 -0.02 0.38
N -2.084 -1.560 -0.505 -0.02 0.60 0.01 -0.68
C -1.745 -4.850 -5.610 0.11 0.11 -0.04 -0.97
C 4.336 -2.010 -0.867 -0.04 0.12 0.07 -0.88
C 6.458 -3.108 -0.509 -0.07 -0.03 0.09 -1.01
C 6.954 -2.504 -1.653 0.07 -0.05 0.01 0.34
C 2.474 4.854 0.895 0.06 -0.16 -0.05 -1.01
C -1.788 -4.074 -3.318 -0.03 0.01 0.01 0.11
C -3.698 -2.386 -1.932 -0.01 -0.25 -0.23 -1.60
H 1.695 3.788 -1.433 -0.06 0.28 -0.07 0.39
C 1.219 1.550 -3.291 0.03 -0.10 0.08 -2.36
H 4.514 4.010 -0.475 -0.07 -0.08 0.05 0.39
C 1.527 -0.409 2.455 0.13 -0.06 -0.01 0.01
H 4.214 2.267 -0.323 -0.02 0.05 0.03 0.11
H -1.246 1.141 -4.400 -0.05 0.09 -0.18 0.64
H -0.634 3.859 -4.981 0.00 0.02 -0.06 0.48
C -4.340 -1.582 -1.058 -0.17 0.07 -0.01 -1.87
C -0.334 1.745 0.741 0.23 0.15 0.34 0.92
H 3.028 5.017 1.833 -0.01 -0.02 0.01 0.40
H 1.003 3.816 3.079 -0.07 -0.02 -0.01 0.64
C 2.912 -0.398 2.795 0.11 0.07 0.23 -1.56
C 4.084 3.236 0.166 0.06 0.10 -0.16 -1.06
C -5.544 1.095 0.540 -0.04 0.08 -0.04 0.02
```
Forces are in eV/Å.

Computed properties:
HOMO-LUMO gap (spin up / spin down): 5.67 / 5.67 eV
charge: +1
HOMO level (spin up / spin down): -10.1 / -10.1 eV